The following is a DFT calculation (ωB97M-V/def2-TZVPD) of a 2-piece molecular cluster, C6H17NOSi overall in a non-equilibrium geometry.

Summary:
**Molecular weight**: 147.3 g mol⁻¹
**ΔE to the lowest compared entry with this formula, charge and spin**: 636.4 kJ/mol
**Charge**: 0
**HOMO-LUMO gap (alpha / beta)**: 4.57 / 4.58 eV
**Highest occupied orbital energy (alpha / beta)**: -5.24 / -5.24 eV

Positions of all 26 atoms, in Å:
C 1.585 1.071 -0.470
C 0.892 -0.981 -1.715
C -0.679 0.818 -1.468
C -1.197 -3.111 0.782
C 0.264 1.729 2.440
C 0.439 0.049 -0.671
N -0.829 -1.961 1.577
O 0.018 0.478 2.175
Si -0.054 -0.588 0.971
H 1.081 1.997 -0.259
H 2.433 0.671 0.219
H 2.102 1.299 -1.343
H 1.234 -0.584 -2.597
H 0.157 -1.651 -1.872
H 1.596 -1.563 -1.150
H -1.409 0.002 -1.736
H -1.102 1.650 -0.775
H -0.216 1.043 -2.344
H -0.522 -3.326 0.004
H -1.245 -4.055 1.384
H -2.197 -2.864 0.352
H -0.517 2.314 1.710
H 1.347 1.901 2.104
H 0.099 2.120 3.481
H -1.047 -2.004 2.576
H -1.333 2.997 0.618

The net atomic charges from Mulliken, expressed in e, are: C -2.00; C -2.00; C -1.75; C -0.81; C -0.58; C 1.75; N -0.10; O -0.43; Si 0.33; H 0.60; H 0.36; H 0.47; H 0.53; H 0.57; H 0.44; H 0.35; H 0.28; H 0.44; H 0.28; H 0.31; H 0.29; H -0.52; H 0.11; H 0.25; H 0.24; H 0.59


The following is a DFT calculation (ωB97M-V/def2-TZVPD) of C56H40AsBr2F10NO2P2Se2Sr as an isolated structure in a non-equilibrium geometry.

Summary:
**Molecular weight**: 1491.1 g mol⁻¹
**ΔE to the lowest compared entry with this formula, charge and spin**: 630.9 kJ/mol
**Charge**: -2
**HOMO-LUMO gap**: 5.79 eV
**Highest occupied orbital energy**: -2.42 eV

Positions of all 117 atoms, in Å:
Sr 0.138 -1.970 0.540
C 4.064 -0.247 0.678
C 3.974 -1.465 -0.198
C 5.077 -2.328 -0.371
C 5.010 -3.358 -1.266
C 3.831 -3.550 -2.017
C 3.642 -4.514 -3.028
Br 5.052 -5.720 -3.466
C 2.466 -4.611 -3.735
C 1.408 -3.777 -3.396
Br -0.231 -3.786 -4.338
C 1.438 -2.884 -2.305
O 0.422 -2.263 -1.878
C 2.745 -2.692 -1.703
N 2.827 -1.675 -0.815
H 4.633 0.531 0.164
H 4.549 -0.469 1.628
H 3.041 0.085 0.825
H 5.975 -2.175 0.215
H 5.843 -4.036 -1.400
H 2.356 -5.340 -4.525
Se -1.882 -2.367 2.123
P -0.266 -3.643 2.311
Se 1.355 -4.115 1.095
C -1.200 -5.328 2.069
C -0.534 -6.508 1.721
C -1.204 -7.706 1.527
C -2.576 -7.769 1.703
C -3.258 -6.634 2.102
C -2.577 -5.437 2.275
C 0.038 -4.199 4.031
C 1.146 -4.979 4.345
C 1.316 -5.472 5.628
C 0.358 -5.215 6.596
C -0.753 -4.443 6.291
C -0.911 -3.931 5.013
H 0.538 -6.513 1.614
H -0.646 -8.591 1.239
H -3.104 -8.702 1.533
H -4.328 -6.673 2.277
H -3.136 -4.568 2.590
H 1.891 -5.170 3.585
H 2.199 -6.053 5.870
H 0.479 -5.615 7.597
H -1.495 -4.237 7.054
H -1.762 -3.309 4.760
C 1.999 3.654 -1.015
C 0.787 4.555 -0.710
As -0.057 5.556 -2.184
C 0.884 7.283 -2.027
C 2.161 7.442 -1.502
C 2.783 8.684 -1.509
C 2.136 9.787 -2.044
C 0.866 9.640 -2.588
C 0.257 8.396 -2.591
C -1.655 6.013 -1.137
C -2.656 5.042 -1.157
C -3.821 5.208 -0.426
C -4.006 6.357 0.328
C -3.021 7.334 0.347
C -1.851 7.162 -0.380
P 1.707 1.798 -1.290
C 0.414 1.637 0.043
C -0.964 1.627 -0.186
C -1.848 1.746 0.878
C -1.383 1.894 2.174
C -0.017 1.959 2.408
C 0.868 1.846 1.351
C 0.730 1.782 -2.846
C 0.812 2.737 -3.851
C 0.036 2.616 -4.997
C -0.795 1.520 -5.162
C -0.817 0.521 -4.198
C -0.057 0.642 -3.047
H 2.662 3.666 -0.146
H 2.588 4.014 -1.864
H 1.061 5.294 0.048
H -0.006 3.943 -0.281
H 2.680 6.586 -1.083
H 3.777 8.792 -1.094
H 2.619 10.756 -2.045
H 0.355 10.495 -3.012
H -0.730 8.273 -3.026
H -2.509 4.143 -1.748
H -4.583 4.439 -0.451
H -4.915 6.495 0.901
H -3.162 8.235 0.933
H -1.088 7.931 -0.350
H -1.356 1.553 -1.188
H -2.911 1.735 0.679
H -2.079 1.963 3.000
H 0.358 2.092 3.415
H 1.934 1.923 1.535
H 1.490 3.575 -3.766
H 0.096 3.382 -5.761
H -1.402 1.432 -6.055
H -1.416 -0.374 -4.320
H -0.061 -0.117 -2.279
F -6.286 -3.672 -2.026
C -5.136 -3.056 -1.667
C -5.064 -1.678 -1.591
F -6.162 -0.936 -1.849
C -3.879 -1.061 -1.251
F -3.874 0.295 -1.202
C -2.666 -1.746 -0.972
O -1.597 -1.115 -0.678
C -2.811 -3.163 -1.044
F -1.751 -3.955 -0.785
C -3.995 -3.787 -1.378
F -4.063 -5.127 -1.438
F 0.179 -1.189 3.976
C 0.842 -1.912 2.993
F 1.089 -0.933 2.028
C 2.229 -2.062 3.702
F 3.120 -2.923 3.205
F 2.884 -0.858 3.685
F 2.096 -2.358 5.005

Mulliken atomic charge list, values in e, 99 entries: Sr 1.77; C -0.71; C 0.50; C -1.14; C -1.13; C 0.37; C 0.18; Br -0.33; C -0.42; C -0.14; Br -0.25; C 0.25; O -0.24; C -0.69; N 1.14; H 0.37; H 0.44; H -0.44; H 0.46; H 0.30; H 0.43; Se -0.71; P 0.05; Se -0.69; C 0.66; C -0.48; C -0.82; C -0.43; C -0.72; C -0.52; C 0.59; C -0.21; C -0.88; C -0.52; C -0.69; C -0.25; H 0.27; H 0.38; H 0.33; H 0.38; H 0.30; H 0.43; H 0.42; H 0.34; H 0.40; H 0.33; C -1.29; C -0.64; As 0.48; C -0.01; C -0.15; C -0.66; C -0.42; C -0.58; C -0.43; C -0.06; C -0.21; C -0.59; C -0.49; C -0.58; C -0.15; P -0.14; C 0.67; C 0.34; C -0.38; C -0.81; C -0.64; C -0.91; C 0.35; C -0.54; C -0.62; C -0.87; C -0.73; C -0.24; H 0.51; H 0.80; H 0.75; H 0.05; H 0.29; H 0.38; H 0.36; H 0.36; H 0.41; H 0.37; H 0.45; H 0.36; H 0.38; H 0.31; H 0.31; H 0.48; H 0.38; H 0.35; H 0.23; H 0.55; H 0.40; H 0.38; H 0.52; H 0.66; F -0.37


The following is a DFT calculation (ωB97M-V/def2-TZVPD) of a 2-piece molecular cluster, C3H4N2O2 overall in a non-equilibrium geometry.

Summary:
**Molecular weight**: 100.1 g mol⁻¹
**ΔE to the lowest compared entry with this formula, charge and spin**: 291.4 kJ/mol
**Charge**: 0
**HOMO-LUMO gap**: 9.60 eV
**Highest occupied orbital energy**: -9.07 eV

Positions of all 11 atoms, in Å:
N 1.676 -1.109 -1.229
C 1.364 -1.278 0.034
C 0.148 -0.525 0.408
O -2.665 0.292 0.898
C -2.247 1.388 0.864
O -1.991 2.527 0.861
N -0.035 0.714 0.577
H 1.184 -0.499 -1.895
H 2.463 -1.633 -1.591
H -0.648 -1.162 0.807
H 0.752 1.284 0.266

The net atomic charges from Mulliken, expressed in e, are: N -0.27; C -0.49; C 0.28; O -0.45; C 0.83; O -0.42; N -0.50; H 0.24; H 0.25; H 0.35; H 0.19


The following is a DFT calculation (ωB97M-V/def2-TZVPD) of one molecule with the formula C4H7BN2O in a non-equilibrium geometry.

Summary:
**Molecular weight**: 109.9 g mol⁻¹
**ΔE to the lowest compared entry with this formula, charge and spin**: 101.4 kJ/mol
**Charge**: 0
**HOMO-LUMO gap**: 9.55 eV
**Highest occupied orbital energy**: -9.16 eV

Positions of all 15 atoms, in Å:
C 0.892 -1.825 -0.163
N 0.787 -0.332 -0.003
N 1.926 0.345 0.012
C 1.599 1.651 0.033
C 0.212 1.890 -0.040
C -0.341 0.452 -0.046
B -1.676 -0.115 0.149
O -2.914 0.496 -0.176
H 0.662 -2.311 0.928
H 0.237 -2.341 -0.857
H 1.976 -1.913 -0.259
H 2.411 2.391 -0.222
H -0.312 2.778 -0.138
H -1.779 -1.203 0.544
H -3.679 0.035 0.238

The net atomic charges from Mulliken, expressed in e, are: C -0.83; N 0.85; N -0.92; C -0.36; C -0.46; C 0.15; B 0.29; O -0.59; H 0.26; H 0.28; H 0.36; H 0.34; H 0.45; H -0.13; H 0.31


The following is a DFT calculation (ωB97M-V/def2-TZVPD) of an isolated ion of composition C4H7N2 and charge +1 in a non-equilibrium geometry.

Summary:
**Molecular weight**: 83.1 g mol⁻¹
**ΔE to the lowest compared entry with this formula, charge and spin**: 395.1 kJ/mol
**Spin multiplicity**: 3
**Charge**: +1
**HOMO-LUMO gap (alpha / beta)**: 6.49 / 7.35 eV
**Highest occupied orbital energy (alpha / beta)**: -10.98 / -15.63 eV

Positions of all 13 atoms, in Å:
C 0.332 -1.136 -0.784
C 0.764 0.354 1.316
C -0.471 -1.973 -1.671
C -0.182 1.494 1.535
N 0.843 -0.582 0.473
N 0.552 -1.038 -2.038
H 1.457 0.361 2.138
H -0.220 -3.013 -1.635
H -1.450 -1.796 -1.844
H 0.597 2.453 1.530
H -0.952 1.726 0.670
H -0.841 1.551 2.472
H 1.219 -0.874 -2.692

The net atomic charges from Mulliken, expressed in e, are: C 0.15; C 0.24; C -0.41; C -0.88; N -0.08; N -0.12; H 0.41; H 0.24; H 0.28; H 0.29; H 0.31; H 0.33; H 0.23


The following is a DFT calculation (ωB97M-V/def2-TZVPD) of one molecule with the formula C8H17NO.

Summary:
**Molecular weight**: 143.2 g mol⁻¹
**ΔE to the lowest compared entry with this formula, charge and spin**: 11.1 kJ/mol
**Charge**: 0
**HOMO-LUMO gap**: 10.43 eV
**Highest occupied orbital energy**: -9.51 eV

Positions of all 27 atoms, in Å:
C 0.096 -2.325 0.556
C 0.035 -1.529 -0.744
C 0.255 -0.010 -0.602
C 1.673 0.217 -0.087
N 1.842 0.163 1.256
O 2.610 0.397 -0.833
C -0.829 0.740 0.193
C -0.455 2.222 0.277
C -2.221 0.597 -0.456
C -3.124 -0.422 0.233
H -0.622 -1.957 1.285
H 1.092 -2.284 0.991
H -0.137 -3.368 0.353
H -0.930 -1.696 -1.224
H 0.804 -1.909 -1.420
H 0.256 0.400 -1.619
H 1.080 0.018 1.892
H 2.770 0.285 1.627
H -0.890 0.342 1.212
H 0.529 2.360 0.719
H -1.180 2.764 0.881
H -0.439 2.660 -0.719
H -2.111 0.334 -1.510
H -2.724 1.566 -0.421
H -3.275 -0.151 1.276
H -2.702 -1.422 0.196
H -4.097 -0.447 -0.253

The net atomic charges from Mulliken, expressed in e, are: C -1.34; C -0.79; C 0.44; C -0.13; N -0.23; O -0.67; C 0.68; C -1.91; C -0.76; C -1.23; H 0.29; H 0.40; H 0.38; H 0.39; H 0.45; H 0.39; H 0.20; H 0.22; H 0.26; H 0.40; H 0.49; H 0.37; H 0.30; H 0.43; H 0.33; H 0.23; H 0.41


The following is a DFT calculation (ωB97M-V/def2-TZVPD) of C21H17CrF4N4O19 as an isolated structure in a non-equilibrium geometry.

Summary:
**Molecular weight**: 757.4 g mol⁻¹
**Spin multiplicity**: 4
**Charge**: -2
**HOMO-LUMO gap (alpha / beta)**: 4.49 / 5.38 eV
**Highest occupied orbital energy (alpha / beta)**: -3.11 / -3.10 eV

Positions of all 66 atoms, in Å:
Cr -1.273 3.358 -1.512
N -4.142 1.556 -1.788
O -3.098 2.186 -1.855
O -4.249 0.336 -2.015
O -5.075 2.089 -1.202
N -1.175 0.408 0.169
O -0.612 -0.027 1.155
O -1.766 -0.388 -0.516
O -1.083 1.603 -0.216
N -0.712 1.031 -3.826
O -0.531 1.982 -3.019
O -1.261 0.054 -3.353
O -0.285 1.164 -4.925
N -3.240 4.778 0.695
O -2.929 5.955 0.772
O -4.421 4.274 0.844
O -2.420 4.011 0.124
C 1.494 5.010 -1.202
O 1.113 5.003 -2.553
O 0.575 4.025 -0.719
C 3.073 4.956 -1.002
F 3.321 5.771 -0.013
F 3.490 3.782 -0.531
F 3.778 5.306 -2.055
C 1.431 6.045 -3.504
C 0.726 5.660 -4.815
H 0.942 6.301 -5.669
H 0.916 4.620 -5.081
H -0.358 5.767 -4.803
H 2.472 6.120 -3.819
H 1.173 7.003 -3.052
H 1.304 6.048 -0.929
C 1.785 2.513 2.167
C 0.364 2.818 2.375
O 0.549 4.242 2.773
C 1.760 4.449 3.240
O 2.182 5.440 3.865
O 2.462 3.290 3.093
F -0.171 2.124 3.387
H 2.002 2.758 1.127
H 2.052 1.457 2.195
H -0.350 2.820 1.551
C -2.239 -8.860 0.048
C -1.344 -9.600 0.836
C -0.334 -8.952 1.540
C -0.056 -7.574 1.273
C -0.911 -6.818 0.393
C -1.983 -7.492 -0.154
C -0.736 -5.346 0.304
O -1.598 -4.749 -0.299
C 0.328 -4.643 1.215
C 0.403 -3.195 1.288
C 1.380 -2.743 2.206
C 2.002 -3.505 3.140
C 1.853 -4.867 3.125
C 1.071 -5.472 2.114
C 1.017 -6.957 2.075
O 1.699 -7.664 2.777
H -3.040 -9.346 -0.488
H -1.640 -10.601 1.113
H 0.300 -9.531 2.195
H -2.736 -6.885 -0.636
H -0.138 -2.517 0.645
H 1.706 -1.713 2.196
H 2.821 -3.129 3.735
H 2.362 -5.539 3.801

The net atomic charges from Mulliken, expressed in e, are: Cr 0.80; N 0.66; O -0.19; O -0.55; O -0.62; N 0.80; O -0.67; O -0.58; O -0.19; N 0.72; O -0.18; O -0.49; O -0.66; N 0.66; O -0.59; O -0.52; O -0.18; C -0.03; O -0.34; O -0.22; C 0.91; F -0.30; F -0.28; F -0.26; C -0.28; C -1.21; H 0.40; H 0.31; H 0.28; H 0.21; H 0.36; H 0.21; C 0.36; C 1.11; O -0.34; C 0.66; O -0.66; O -0.40; F -0.34; H -0.24; H 0.13; H -0.23; C -0.49; C -0.52; C -0.61; C 0.47; C 0.13; C -0.32; C 0.36; O -0.61; C 0.22; C -1.04; C -0.15; C -0.58; C -0.50; C 0.16; C 0.68; O -0.66; H 0.38; H 0.34; H 0.39; H 0.45; H 0.74; H 0.42; H 0.33; H 0.42